A structure of composition C9H15Cl3N3O3RhTe4, computed with ωB97M-V/def2-TZVPD.

CARTESIAN COORDINATES (ANGSTROEM)
Rh1 0.59018 0.37219 0.25735
Te1 1.30763 0.31863 -2.20417
Te2 3.89751 1.23062 -2.38126
Te3 3.75595 2.77003 -0.17333
Te4 2.94420 0.63048 1.26346
Cl1 -4.22905 0.77030 -1.35828
C1 -3.50317 -0.78535 -0.90102
Cl2 -4.12651 -2.04533 -1.95642
Cl3 -3.94079 -1.17489 0.78386
C2 -1.93956 -0.66652 -0.99152
O1 -1.34116 -1.40283 -1.75108
O2 -1.48852 0.23324 -0.21411
C3 -2.91962 2.56791 1.58532
N1 -1.46286 2.59573 1.57788
C4 -0.83522 1.70687 2.53864
C5 -0.76502 2.94704 0.47072
O3 0.31864 2.39096 0.14727
N2 -1.21067 3.96327 -0.29218
C6 -1.97197 5.07893 0.24150
C7 -0.59083 4.17673 -1.59337
H1 -3.25026 1.53584 1.71303
H2 -3.31063 2.91695 0.63537
H3 -3.32291 3.17978 2.39515
H4 -1.03111 0.65389 2.28867
H5 -1.26195 1.89582 3.52429
H6 0.23625 1.89151 2.58783
H7 -2.05318 5.00079 1.32187
H8 -2.97392 5.12718 -0.19014
H9 -1.44955 6.00744 0.00294
H10 -0.24919 3.22928 -2.00018
H11 0.26591 4.85085 -1.51411
H12 -1.33311 4.61533 -2.26010
C8 0.54292 -4.12511 -0.22714
C9 0.66624 -2.71982 0.11152
N3 0.75667 -1.59910 0.30195
H13 1.52836 -4.54031 -0.42913
H14 -0.07675 -4.19282 -1.12137
H15 0.07402 -4.67209 0.58810

Calculated values
- Molar mass: 932.902 g/mol
- HOMO-LUMO gap (spin up / spin down): 0.2089 / 0.2090 Eh
- Energy: -89939.491 eV
- Energy above the lowest of the compared OMol25 structures with the same formula, charge and spin: 0.00 kcal/mol
- F_max: 0.003 hartree/bohr

Need the natural (NBO) charges? In units of e they are: atom 1 (Rh): 0.50, atom 2 (Te): 0.13, atom 3 (Te): -0.08, atom 4 (Te): -0.03, atom 5 (Te): -0.14, atom 6 (Cl): 0.02, atom 7 (C): -0.20, atom 8 (Cl): 0.05, atom 9 (Cl): 0.00, atom 10 (C): 0.74, atom 11 (O): -0.65, atom 12 (O): -0.78, atom 13 (C): -0.41, atom 14 (N): -0.44, atom 15 (C): -0.43, atom 16 (C): 0.83, atom 17 (O): -0.67, atom 18 (N): -0.42, atom 19 (C): -0.41, atom 20 (C): -0.41, atom 21 (H): 0.22, atom 22 (H): 0.22, atom 23 (H): 0.19, atom 24 (H): 0.20, atom 25 (H): 0.22, atom 26 (H): 0.24, atom 27 (H): 0.22, atom 28 (H): 0.20, atom 29 (H): 0.21, atom 30 (H): 0.25, atom 31 (H): 0.20, atom 32 (H): 0.20, atom 33 (C): -0.72, atom 34 (C): 0.47, atom 35 (N): -0.35, atom 36 (H): 0.27, atom 37 (H): 0.28, atom 38 (H): 0.26